(1)
{
  "formula": "C21H40BFN5O20S5",
  "method": "ωB97M-V/def2-TZVPD",
  "lumo_ev": -3.769,
  "homo_lumo_gap_ha": 0.2709,
  "total_charge": 1,
  "homo_energy_ev": -11.1,
  "elements": ["C", "C", "B", "O", "C", "C", "O", "C", "C", "C", "N", "N", "N", "C", "S", "O", "O", "F", "N", "C", "C", "C", "C", "N", "C", "H", "H", "H", "H", "H", "H", "H", "H", "H", "H", "H", "H", "H", "H", "H", "H", "H", "H", "H", "H", "H", "H", "H", "H", "C", "C", "O", "S", "O", "O", "O", "H", "H", "H", "H", "C", "C", "O", "S", "O", "O", "O", "H", "H", "H", "H", "C", "C", "O", "S", "O", "O", "O", "H", "H", "H", "H", "C", "C", "O", "S", "O", "O", "O", "H", "H", "H", "H"],
  "xyz": [[3.60566, 5.30616, -1.11411], [3.06153, 4.29667, -2.25052], [3.64782, 2.76403, -2.09497], [4.94643, 2.52172, -2.68040], [2.71227, 1.65059, -1.34788], [1.67564, 2.32842, -0.27691], [1.39820, 1.48092, 0.86931], [1.11665, 0.13125, 0.34858], [0.32642, -0.65415, 1.49988], [-1.24363, -0.68771, 1.14295], [-1.71936, 0.71577, 0.88330], [-1.59824, -1.50393, -0.05261], [-1.98107, -1.30921, 2.30385], [2.56289, -0.49640, -0.00821], [2.26857, -2.08635, -0.97265], [1.88712, -3.23535, -0.07254], [1.15266, -1.90079, -1.98526], [3.63802, -2.57629, -1.82403], [3.45781, 0.47351, -0.78093], [4.69456, 0.82198, -0.00865], [6.03643, 0.06261, -0.37124], [7.21264, 0.52210, 0.55525], [7.12841, 1.60270, 1.65564], [5.89490, 2.25218, 1.93568], [4.79058, 1.83955, 1.14817], [4.50789, 4.87534, -0.54887], [2.75190, 5.59451, -0.40032], [3.91238, 6.28098, -1.65839], [3.47578, 4.67813, -3.26395], [1.90720, 4.30540, -2.36739], [4.83188, 2.13340, -3.58355], [2.02067, 1.22135, -2.17929], [2.13808, 3.30063, 0.15236], [0.69286, 2.65983, -0.79054], [0.43874, 0.29578, -0.56162], [0.48733, -0.14014, 2.51806], [0.68342, -1.73334, 1.61816], [-2.69752, 0.76063, 1.20573], [-1.76018, 0.83403, -0.15109], [-1.43485, -2.50423, 0.16332], [-1.06822, -1.22829, -0.89070], [-2.96678, -1.35260, 1.96735], [-1.92671, -0.68504, 3.12907], [3.08208, -0.81866, 0.95809], [3.79055, -0.08384, -1.60285], [6.11800, -0.73861, -1.17525], [8.23852, 0.00333, 0.39969], [8.08944, 1.84547, 2.24532], [3.78847, 2.35239, 1.41720], [-5.52474, -3.28648, -2.07795], [-6.62599, -3.94867, -1.26229], [-6.26980, -3.71743, 0.10177], [-5.50162, -2.29053, 0.21018], [-6.45073, -1.29435, 0.61677], [-4.25546, -2.49858, 0.88887], [-5.20148, -2.08819, -1.37401], [-4.62894, -3.91334, -2.11331], [-5.84564, -3.05563, -3.09465], [-6.70629, -5.01774, -1.46235], [-7.59350, -3.47118, -1.44455], [-7.00187, 4.01558, 0.98963], [-7.80963, 3.20648, -0.01442], [-6.92553, 2.17630, -0.45712], [-5.93108, 1.77145, 0.76046], [-6.45863, 0.60686, 1.40362], [-4.57928, 1.85216, 0.28666], [-6.22571, 3.05776, 1.70920], [-6.31505, 4.70011, 0.48349], [-7.63831, 4.58012, 1.67213], [-8.15011, 3.80948, -0.85636], [-8.67092, 2.73040, 0.46336], [-8.35160, -5.26110, 4.62134], [-7.74291, -6.57617, 4.15752], [-7.86938, -6.56174, 2.73584], [-7.75412, -5.02892, 2.20968], [-6.40788, -4.79919, 1.77728], [-8.89108, -4.74747, 1.38470], [-7.95931, -4.29695, 3.64383], [-9.44403, -5.31311, 4.62935], [-7.99572, -4.96755, 5.60964], [-8.25221, -7.44229, 4.58042], [-6.67760, -6.62602, 4.40164], [10.14907, 2.71902, -2.74808], [9.33855, 1.57538, -3.33864], [10.12367, 0.40605, -3.10602], [10.95182, 0.59065, -1.72178], [10.22695, -0.06768, -0.67272], [12.33451, 0.33960, -1.98420], [10.73568, 2.19058, -1.55793], [10.95648, 3.01987, -3.42136], [9.52981, 3.58613, -2.51509], [9.14939, 1.70624, -4.40424], [8.38638, 1.45369, -2.81252]]
}

(2)
{
  "formula": "C26H32CrN2O9P2",
  "method": "ωB97M-V/def2-TZVPD",
  "lumo_ev": [-4.488, -3.996],
  "homo_lumo_gap_ha": [0.2657, 0.2829],
  "s2": 0.885,
  "total_charge": 1,
  "multiplicity": 2,
  "de_lowest_kcal_mol": 18.4,
  "homo_energy_ev": [-11.7, -11.7],
  "elements": ["Cr", "C", "C", "N", "C", "C", "N", "C", "O", "O", "C", "O", "O", "H", "H", "H", "H", "H", "O", "C", "O", "C", "P", "C", "C", "C", "C", "C", "C", "C", "C", "C", "C", "C", "C", "H", "H", "H", "H", "H", "H", "H", "H", "H", "H", "H", "H", "C", "C", "O", "P", "O", "C", "C", "O", "C", "C", "H", "H", "H", "H", "H", "H", "H", "H", "H", "H", "H", "H", "H", "H", "H"],
  "xyz": [[-0.74998, -0.07328, -0.23139], [1.97623, 0.94525, -2.65506], [2.20215, 0.57624, -1.23475], [1.26981, 0.27092, -0.34284], [1.90905, -0.00206, 0.84380], [3.24788, 0.14529, 0.67314], [3.40563, 0.51309, -0.63907], [4.41550, -0.00854, 1.58507], [4.14109, -0.37230, 2.81479], [5.51995, 0.20211, 1.15676], [1.04781, -0.46655, 1.95606], [1.51152, -0.78144, 3.04141], [-0.19163, -0.53077, 1.59717], [0.99851, 0.59079, -2.97507], [2.73901, 0.49143, -3.28657], [2.02252, 2.02798, -2.78500], [4.31243, 0.68680, -1.05164], [3.17236, -0.52025, 2.98677], [-3.85153, 0.16242, 0.91083], [-3.20608, 0.66107, 0.03007], [-2.45912, -0.06166, -0.82812], [-3.00443, 2.15679, -0.14276], [-1.18432, 2.28383, 0.12089], [-0.74455, 3.87850, -0.61616], [-0.79986, 5.05456, 0.12612], [-0.56022, 6.26668, -0.50188], [-0.25886, 6.30828, -1.85638], [-0.19482, 5.13479, -2.59375], [-0.43687, 3.91879, -1.97556], [-0.87869, 2.45057, 1.89347], [0.43538, 2.76524, 2.25320], [0.80836, 2.75882, 3.58568], [-0.12432, 2.42527, 4.55967], [-1.42600, 2.11094, 4.20257], [-1.81081, 2.11555, 2.86905], [-3.61043, 2.74269, 0.54218], [-3.20537, 2.44287, -1.17543], [-1.02681, 5.02146, 1.18402], [-0.61009, 7.18481, 0.06832], [-0.07830, 7.25873, -2.34036], [0.04492, 5.17029, -3.64857], [-0.40473, 2.99635, -2.54546], [1.15674, 3.02825, 1.48546], [1.82309, 3.00616, 3.86922], [0.16769, 2.40897, 5.60121], [-2.14888, 1.85026, 4.96407], [-2.82336, 1.84350, 2.59968], [-3.20340, -4.87190, -0.53745], [-2.67451, -3.45626, -0.46647], [-1.26853, -3.50403, -0.82919], [-0.25356, -2.28819, -0.77309], [0.36729, -2.15611, -2.23248], [0.84434, -3.31479, -2.97834], [-0.20249, -3.81536, -3.95030], [0.96686, -2.88635, 0.06148], [0.79784, -3.72921, 1.23308], [1.27201, -5.13421, 0.92252], [-4.21451, -4.91605, -0.13586], [-2.56211, -5.53588, 0.04176], [-3.22355, -5.22147, -1.56935], [-2.77343, -3.04598, 0.53976], [-3.19861, -2.79885, -1.15987], [1.14217, -4.09233, -2.27521], [1.73041, -2.96807, -3.50664], [-1.10441, -4.11742, -3.42138], [0.19145, -4.68095, -4.48270], [-0.45810, -3.04258, -4.67461], [-0.24956, -3.73549, 1.53558], [1.38449, -3.27328, 2.02824], [0.80731, -5.48722, 0.00126], [0.99105, -5.80428, 1.73450], [2.35401, -5.16320, 0.79994]]
}

(3)
{
  "formula": "C11H12NO2S",
  "method": "ωB97M-V/def2-TZVPD",
  "lumo_ev": -4.385,
  "homo_lumo_gap_ha": 0.3058,
  "total_charge": 1,
  "de_lowest_kcal_mol": 54.0,
  "homo_energy_ev": -12.7,
  "elements": ["C", "C", "C", "C", "C", "C", "C", "C", "C", "C", "C", "N", "O", "O", "S", "H", "H", "H", "H", "H", "H", "H", "H", "H", "H", "H", "H"],
  "xyz": [[-4.51556, 0.99142, -0.05942], [-3.67498, 2.04076, 0.26688], [-3.95690, -0.22142, -0.43968], [-2.29683, 1.88732, 0.28746], [-2.56183, -0.45643, -0.34393], [0.66165, 1.42719, 0.03497], [-1.73667, 0.65685, -0.08200], [-0.32536, 0.49591, -0.09592], [1.85213, 0.72373, -0.10907], [2.60153, -2.46285, 0.84633], [2.37297, -1.70490, -0.45036], [1.60767, -0.50948, -0.29239], [0.25618, -0.69512, -0.43166], [3.60510, 2.93792, 0.08472], [3.98005, 1.42029, -0.15917], [-5.57846, 1.14407, -0.10013], [-3.96541, 2.97464, 0.34206], [-4.55272, -1.05978, -0.67777], [-1.59357, 2.60372, 0.62046], [-2.22672, -1.34833, -0.84424], [0.41317, 2.49900, -0.02770], [2.83413, -1.71110, 1.75355], [3.64039, -2.96514, 0.97481], [1.88341, -3.13616, 1.26832], [1.70142, -2.37497, -1.02213], [3.27194, -1.30002, -0.97961], [2.96992, 3.15864, -0.58574]]
}

(4)
{
  "formula": "H12O5S2",
  "method": "ωB97M-V/def2-TZVPD",
  "lumo_ev": 0.088,
  "homo_lumo_gap_ha": 0.3355,
  "smiles": "SS.O.O.O.O.O",
  "de_lowest_kcal_mol": 9.7,
  "homo_energy_ev": -9.0,
  "elements": ["S", "S", "H", "H", "O", "H", "H", "O", "H", "H", "O", "H", "H", "O", "H", "H", "O", "H", "H"],
  "xyz": [[3.70729, 0.75383, -1.36328], [3.29648, -1.13220, -2.06834], [3.38367, 0.74797, -0.04293], [4.42182, -1.21598, -2.81806], [-1.31030, 1.63977, 1.74800], [-0.82074, 1.83503, 2.54848], [-1.71417, 0.76758, 1.88590], [-2.42302, 0.12476, -0.82932], [-1.83662, 0.82715, -1.13429], [-2.46570, -0.47092, -1.58687], [-2.25426, -1.08069, 1.83367], [-1.78045, -1.91552, 2.02100], [-2.37956, -0.98205, 0.89642], [-0.00204, 1.24349, -0.53677], [0.85635, 1.66060, -0.44030], [-0.37567, 1.28251, 0.39077], [0.55552, -1.60888, 0.14923], [0.57560, -0.64080, 0.13417], [0.56579, -1.83565, -0.78750]]
}

(5)
{
  "formula": "C4H8O2",
  "method": "ωB97M-V/def2-TZVPD",
  "lumo_ev": 0.866,
  "homo_lumo_gap_ha": 0.3942,
  "smiles": "COC=O.C=C",
  "de_lowest_kcal_mol": 45.5,
  "homo_energy_ev": -9.9,
  "elements": ["C", "O", "C", "O", "H", "H", "H", "H", "C", "C", "H", "H", "H", "H"],
  "xyz": [[-2.31793, -0.00223, 0.15420], [-1.06220, -0.07026, 0.82208], [-0.45233, -1.26364, 0.85279], [0.56695, -1.45738, 1.45012], [-2.82307, -0.97499, 0.15803], [-2.18509, 0.33817, -0.87696], [-2.92849, 0.71615, 0.70282], [-0.99012, -2.04603, 0.28398], [1.64904, 1.26979, -0.85084], [2.42143, 0.32169, -0.33200], [1.72480, 1.56663, -1.89466], [0.90891, 1.78821, -0.24566], [2.32797, 0.02024, 0.70723], [3.16012, -0.20636, -0.93114]]
}

(6)
{
  "formula": "C2HN2",
  "method": "ωB97M-V/def2-TZVPD",
  "lumo_ev": [-10.139, -8.444],
  "homo_lumo_gap_ha": [0.1927, 0.3469],
  "s2": 2.085,
  "total_charge": 1,
  "multiplicity": 3,
  "de_lowest_kcal_mol": 82.2,
  "homo_energy_ev": [-15.4, -17.9],
  "elements": ["C", "C", "N", "N", "H"],
  "xyz": [[-0.34074, 0.26464, -0.12433], [1.92504, 2.33534, 0.49105], [1.10323, 4.41950, -0.30550], [1.46339, 3.39333, 0.03190], [-1.17993, 0.47773, -0.92378]]
}